C45H39BN5O8S2Sb2Y | ωB97M-V/def2-TZVPD

Summary:
- electronic energy (Eh) = -3954.165383
- frontier orbital gap (eV) = 7.08
- relative energy (zero: lowest compared OMol25 entry of this formula, charge and spin) (kJ/mol) = 0.0
- highest occupied orbital energy (eV) = -7.67

Geometry as ORCA input:
```
! RIJCOSX wB97M-V def2-TZVPD def2/J DEFGRID3
* xyz 0 1
Y -0.398 -0.474 0.387
C 4.622 0.711 -1.040
C 5.274 -0.073 0.096
C 4.862 0.379 1.495
Sb 2.755 0.669 1.922
C 3.084 1.221 3.950
C 3.828 0.396 4.794
C 4.079 0.775 6.103
C 3.587 1.984 6.580
C 2.845 2.807 5.749
C 2.592 2.428 4.435
C 2.321 -1.396 2.327
C 2.820 -2.414 1.512
C 2.635 -3.751 1.843
C 1.947 -4.086 2.999
C 1.422 -3.086 3.805
C 1.597 -1.753 3.466
Sb 2.645 0.048 -1.618
C 2.091 1.873 -2.566
C 1.958 3.010 -1.767
C 1.528 4.209 -2.316
C 1.222 4.283 -3.670
C 1.344 3.156 -4.468
C 1.774 1.953 -3.918
C 3.212 -1.063 -3.345
C 2.749 -2.368 -3.484
C 3.088 -3.128 -4.597
C 3.904 -2.586 -5.578
C 4.383 -1.288 -5.444
C 4.038 -0.531 -4.334
H 5.211 0.633 -1.955
H 4.539 1.772 -0.796
H 6.360 0.046 0.015
H 5.098 -1.145 -0.029
H 5.301 1.359 1.704
H 5.238 -0.307 2.255
H 4.201 -0.555 4.431
H 4.654 0.129 6.754
H 3.778 2.279 7.604
H 2.455 3.745 6.123
H 1.990 3.063 3.799
H 3.381 -2.172 0.617
H 3.034 -4.527 1.201
H 1.797 -5.126 3.261
H 0.857 -3.347 4.691
H 1.169 -0.983 4.097
H 2.169 2.961 -0.703
H 1.426 5.084 -1.686
H 0.893 5.221 -4.100
H 1.106 3.209 -5.524
H 1.855 1.078 -4.552
H 2.122 -2.804 -2.715
H 2.710 -4.137 -4.698
H 4.169 -3.174 -6.447
H 5.022 -0.865 -6.209
H 4.409 0.484 -4.248
N -1.568 1.643 -3.483
C -1.141 1.723 -2.226
N -0.714 0.532 -1.851
C -0.943 -0.248 -2.941
N -1.459 0.385 -3.965
C -0.685 -1.687 -2.858
C -0.761 -2.539 -3.953
N -0.552 -3.844 -3.835
C -0.273 -4.292 -2.614
C -0.190 -3.452 -1.511
N -0.390 -2.140 -1.636
H -1.965 2.372 -4.052
H -1.162 2.609 -1.617
H -0.996 -2.146 -4.934
H -0.113 -5.357 -2.502
H 0.018 -3.833 -0.520
O -0.443 0.450 2.495
S -0.890 1.831 2.140
O -0.221 2.875 2.855
O -0.765 1.903 0.670
C -2.605 1.884 2.611
C -2.811 2.443 3.867
C -4.076 2.470 4.434
C -5.144 1.930 3.743
C -4.945 1.375 2.488
C -3.686 1.343 1.903
S -3.670 0.677 0.237
O -2.550 -0.325 0.236
O -4.929 0.014 0.059
O -3.390 1.783 -0.649
H -1.965 2.860 4.395
H -4.214 2.911 5.412
H -6.137 1.939 4.172
H -5.770 0.951 1.934
O -0.767 -4.085 1.485
B -1.001 -2.685 1.640
O -1.780 -2.529 2.817
C -1.925 -3.764 3.379
C -2.546 -4.114 4.558
C -2.535 -5.466 4.901
C -1.927 -6.414 4.087
C -1.304 -6.050 2.894
C -1.320 -4.712 2.567
H -3.019 -3.367 5.181
H -3.011 -5.782 5.820
H -1.938 -7.455 4.384
H -0.829 -6.780 2.252
*
```

Löwdin population analysis, charges in e, atoms 1 to 2:
1 Y 1.31
2 C -0.38


C30H26Br2N2O5S2SiTeW | ωB97M-V/def2-TZVPD

Summary:
- electronic energy (Eh) = -8213.553680
- frontier orbital gap (spin up / spin down) (eV) = 5.87 / 5.84
- relative energy (zero: lowest compared OMol25 entry of this formula, charge and spin) (kJ/mol) = 14.4
- highest occupied orbital energy (spin up / spin down) (eV) = -6.70 / -6.82

Geometry as ORCA input:
```
! RIJCOSX wB97M-V def2-TZVPD def2/J DEFGRID3
* xyz 0 3
W 0.128 0.419 1.601
O -3.622 3.339 -2.581
C -2.863 2.612 -1.743
C -1.528 2.319 -1.985
C -0.839 1.581 -1.055
N -1.391 1.137 0.094
C -2.695 1.384 0.281
Br -3.540 0.558 1.739
C -3.467 2.116 -0.594
H -3.104 3.614 -3.345
H -1.014 2.671 -2.869
H 0.203 1.335 -1.205
H -4.516 2.280 -0.406
Br 2.376 0.545 5.754
C 0.997 -0.654 6.243
C 0.905 -0.993 7.585
C -0.107 -1.833 8.019
C -1.044 -2.326 7.125
C -0.961 -1.976 5.790
C 0.064 -1.152 5.331
C 0.072 -0.838 3.885
O -1.014 -0.738 3.247
O 1.148 -0.627 3.224
H 1.628 -0.591 8.280
H -0.165 -2.097 9.067
H -1.836 -2.978 7.467
H -1.682 -2.338 5.069
O 3.150 3.219 0.727
S 1.795 3.506 0.384
O 1.403 3.530 -0.994
N 0.722 2.540 1.260
C 0.104 3.210 2.207
S -0.824 2.284 3.245
C 0.392 4.657 2.230
C -0.107 5.630 3.077
C 0.318 6.937 2.881
C 1.218 7.253 1.866
C 1.724 6.271 1.021
C 1.286 4.980 1.227
H -0.803 5.369 3.863
H -0.053 7.723 3.526
H 1.535 8.279 1.736
H 2.432 6.509 0.239
Te -0.428 -1.768 0.018
C 1.134 -3.167 0.265
C 2.152 -3.055 1.205
C 3.135 -4.033 1.283
C 3.117 -5.126 0.429
C 2.100 -5.241 -0.508
C 1.113 -4.269 -0.589
H 2.188 -2.210 1.877
H 3.921 -3.934 2.022
H 3.889 -5.882 0.492
H 2.073 -6.089 -1.182
H 0.326 -4.370 -1.326
C 5.848 0.755 0.328
Si 4.574 0.059 -0.840
C 4.950 -1.715 -1.271
C 4.465 1.100 -2.387
C 2.935 0.130 -0.023
C 1.857 0.233 0.541
H 6.847 0.725 -0.114
H 5.869 0.184 1.258
H 5.604 1.790 0.574
H 5.841 -1.785 -1.899
H 4.111 -2.163 -1.808
H 5.115 -2.312 -0.372
H 5.437 1.166 -2.882
H 4.131 2.111 -2.145
H 3.753 0.667 -3.092
*
```

Löwdin population analysis, charges in e, atoms 1 to 2:
1 W 1.19
2 O 0.10


C4H10N3O2 | ωB97M-V/def2-TZVPD

Summary:
- SMILES = OOCNC1=[NH+]CCN1
- electronic energy (Eh) = -472.705201
- frontier orbital gap (eV) = 8.96
- relative energy (zero: lowest compared OMol25 entry of this formula, charge and spin) (kJ/mol) = 603.8
- highest occupied orbital energy (eV) = -13.55

Geometry as ORCA input:
```
! RIJCOSX wB97M-V def2-TZVPD def2/J DEFGRID3
* xyz 1 1
O 3.444 -0.881 0.431
O 3.422 0.415 0.139
C 2.184 0.521 -0.703
N 1.045 0.719 0.311
C -0.242 0.330 0.031
N -0.784 -0.743 -0.890
C -2.205 -0.928 -0.402
C -2.579 0.562 0.216
N -1.272 1.094 0.836
H 4.405 -1.072 0.640
H 2.262 1.384 -1.489
H 2.048 -0.514 -1.275
H 1.232 1.119 1.271
H -0.315 -1.597 -0.462
H -2.153 -1.739 0.458
H -3.047 -1.258 -1.149
H -3.463 0.629 0.984
H -2.718 1.190 -0.781
H -1.265 0.770 1.834
*
```

Löwdin population analysis, charges in e, atoms 1 to 2:
1 O -0.07
2 O -0.17


C32H34BiN6O2 | ωB97M-V/def2-TZVPD

Summary:
- electronic energy (Eh) = -1933.229529
- frontier orbital gap (eV) = 8.04
- highest occupied orbital energy (eV) = -10.76

Geometry as ORCA input:
```
! RIJCOSX wB97M-V def2-TZVPD def2/J DEFGRID3
* xyz 1 1
Bi -0.015 -0.449 -2.180
C 0.655 -3.153 -3.887
N 1.697 -2.321 -3.267
C 2.610 -1.838 -4.322
C 3.360 -0.540 -4.054
C 2.511 0.729 -4.052
N 1.774 1.014 -2.814
C 2.087 2.091 -2.180
C 1.395 2.701 -1.083
C 2.020 3.824 -0.490
C 1.367 4.612 0.415
C 0.021 4.326 0.702
C -0.615 3.252 0.138
C 0.067 2.378 -0.728
O -0.600 1.347 -1.205
C 2.384 -3.148 -2.258
C 3.343 -2.417 -1.327
C 2.774 -1.135 -0.707
N 1.318 -1.205 -0.516
C 0.929 -1.796 0.574
C -0.367 -2.151 1.024
C -0.461 -2.677 2.334
C -1.671 -2.976 2.892
C -2.835 -2.754 2.132
C -2.778 -2.263 0.853
C -1.539 -1.942 0.265
O -1.511 -1.471 -0.951
H 1.083 -4.021 -4.401
H 0.096 -2.565 -4.615
H -0.037 -3.510 -3.123
H 2.008 -1.686 -5.222
H 3.326 -2.634 -4.566
H 4.063 -0.433 -4.884
H 3.976 -0.588 -3.159
H 1.785 0.673 -4.870
H 3.153 1.587 -4.274
H 2.952 2.652 -2.547
H 3.035 4.061 -0.787
H 1.858 5.462 0.866
H -0.528 4.972 1.376
H -1.651 3.031 0.351
H 2.917 -3.967 -2.762
H 1.602 -3.612 -1.655
H 4.286 -2.182 -1.822
H 3.595 -3.129 -0.537
H 2.989 -0.277 -1.334
H 3.243 -0.939 0.260
H 1.736 -2.072 1.258
H 0.454 -2.825 2.897
H -1.738 -3.372 3.894
H -3.803 -2.967 2.568
H -3.675 -2.079 0.278
C 0.866 1.081 4.136
C 1.076 1.030 2.766
N 0.103 0.815 1.885
C -1.129 0.648 2.356
C -1.455 0.647 3.711
C -0.416 0.868 4.611
C -2.802 0.292 4.205
C -3.979 0.473 3.614
C -4.248 1.206 2.356
C -3.940 2.551 2.202
C -4.289 3.139 1.002
N -4.871 2.462 0.015
C -5.125 1.184 0.269
N -4.862 0.519 1.390
H 1.689 1.265 4.812
H 2.074 1.164 2.359
H -1.894 0.456 1.612
H -0.614 0.860 5.676
H -2.803 -0.237 5.153
H -4.858 0.034 4.072
H -3.465 3.111 2.996
H -4.098 4.192 0.820
H -5.606 0.620 -0.522
*
```

Löwdin population analysis, charges in e, atoms 1 to 2:
1 Bi 1.94
2 C -0.12


electronic energy of number 2 (C30H26Br2N2O5S2SiTeW)?
-8213.553680 Eh


The lowest electronic energy belongs to which entry?
C30H26Br2N2O5S2SiTeW


What is the formula in the first record?
C45H39BN5O8S2Sb2Y


Please write out number 4 again, unchanged.
C32H34BiN6O2 | ωB97M-V/def2-TZVPD

Summary:
- electronic energy (Eh) = -1933.229529
- frontier orbital gap (eV) = 8.04
- highest occupied orbital energy (eV) = -10.76

Geometry as ORCA input:
```
! RIJCOSX wB97M-V def2-TZVPD def2/J DEFGRID3
* xyz 1 1
Bi -0.015 -0.449 -2.180
C 0.655 -3.153 -3.887
N 1.697 -2.321 -3.267
C 2.610 -1.838 -4.322
C 3.360 -0.540 -4.054
C 2.511 0.729 -4.052
N 1.774 1.014 -2.814
C 2.087 2.091 -2.180
C 1.395 2.701 -1.083
C 2.020 3.824 -0.490
C 1.367 4.612 0.415
C 0.021 4.326 0.702
C -0.615 3.252 0.138
C 0.067 2.378 -0.728
O -0.600 1.347 -1.205
C 2.384 -3.148 -2.258
C 3.343 -2.417 -1.327
C 2.774 -1.135 -0.707
N 1.318 -1.205 -0.516
C 0.929 -1.796 0.574
C -0.367 -2.151 1.024
C -0.461 -2.677 2.334
C -1.671 -2.976 2.892
C -2.835 -2.754 2.132
C -2.778 -2.263 0.853
C -1.539 -1.942 0.265
O -1.511 -1.471 -0.951
H 1.083 -4.021 -4.401
H 0.096 -2.565 -4.615
H -0.037 -3.510 -3.123
H 2.008 -1.686 -5.222
H 3.326 -2.634 -4.566
H 4.063 -0.433 -4.884
H 3.976 -0.588 -3.159
H 1.785 0.673 -4.870
H 3.153 1.587 -4.274
H 2.952 2.652 -2.547
H 3.035 4.061 -0.787
H 1.858 5.462 0.866
H -0.528 4.972 1.376
H -1.651 3.031 0.351
H 2.917 -3.967 -2.762
H 1.602 -3.612 -1.655
H 4.286 -2.182 -1.822
H 3.595 -3.129 -0.537
H 2.989 -0.277 -1.334
H 3.243 -0.939 0.260
H 1.736 -2.072 1.258
H 0.454 -2.825 2.897
H -1.738 -3.372 3.894
H -3.803 -2.967 2.568
H -3.675 -2.079 0.278
C 0.866 1.081 4.136
C 1.076 1.030 2.766
N 0.103 0.815 1.885
C -1.129 0.648 2.356
C -1.455 0.647 3.711
C -0.416 0.868 4.611
C -2.802 0.292 4.205
C -3.979 0.473 3.614
C -4.248 1.206 2.356
C -3.940 2.551 2.202
C -4.289 3.139 1.002
N -4.871 2.462 0.015
C -5.125 1.184 0.269
N -4.862 0.519 1.390
H 1.689 1.265 4.812
H 2.074 1.164 2.359
H -1.894 0.456 1.612
H -0.614 0.860 5.676
H -2.803 -0.237 5.153
H -4.858 0.034 4.072
H -3.465 3.111 2.996
H -4.098 4.192 0.820
H -5.606 0.620 -0.522
*
```

Löwdin population analysis, charges in e, atoms 1 to 2:
1 Bi 1.94
2 C -0.12